[1]
The following is a quantum chemistry calculation of C35H61IN14SSc as an isolated structure in a non-equilibrium geometry, from the OMol25 dataset.

```
113
Properties=species:S:1:pos:R:3
H 2.19613 4.61894 -4.14886
I 2.38597 4.80264 0.56390
N 0.56938 -3.36423 1.27781
H -2.08724 1.71339 2.79333
H 3.86059 4.02071 -4.11906
H -2.57438 1.47709 4.46652
C -2.70650 -2.35673 3.80009
C 2.31461 -3.88245 -3.11647
C -0.30038 -5.14407 -3.72652
H 2.41911 -1.79354 -4.65866
H 1.28624 2.39828 0.07080
C 2.21367 1.84092 -2.50084
H 4.50008 0.50708 4.97525
C 2.88467 3.94776 -3.62888
H 1.30854 -4.01659 1.06742
C -1.08940 4.72396 2.89844
H 1.93391 -4.70252 -2.51590
H -3.46436 -2.51362 0.53294
C 0.84061 -0.55430 4.37233
C 3.38097 1.25220 -0.36083
H -1.73525 5.57544 3.05732
N -2.47833 -0.20314 1.01630
H -5.18700 -0.98223 3.48305
C -0.95035 4.22557 1.67101
C 1.43060 0.38241 3.52786
C -1.39940 1.78497 -2.39524
H 3.20894 1.97012 -5.46674
H -3.35313 -0.31721 -3.08605
H 2.38828 -1.05972 -3.04098
N -0.50274 -4.16361 -2.67513
N 1.04670 1.27171 -2.21700
C 2.24152 1.96493 -4.95340
N -3.58774 0.29099 3.05654
C -3.01339 -2.90328 1.44148
H 3.97935 0.34428 -0.30709
H -0.89795 -5.56355 -1.18388
H -1.41408 4.65589 0.79242
H -2.13425 2.18299 -3.10714
C -1.30079 -4.61630 -1.55100
C 1.79327 -1.59470 -3.78606
H -0.40651 4.56771 4.98145
N 2.34980 2.59839 -3.65579
N -0.51748 -1.86211 -2.19496
C 0.69463 3.26678 0.29060
C -2.29549 -0.44339 -2.84045
H -1.30109 2.52071 -1.59334
H 3.43531 -1.16152 6.46659
N 3.31505 1.71360 -1.74164
Sc 0.12000 -0.16291 -0.73849
H 0.84973 2.52017 4.62016
C 0.71359 1.01992 2.37086
C 0.35961 3.00923 3.79176
H -1.24209 -3.89739 -0.74194
H -2.54909 -1.51094 4.46384
C 0.38239 2.33504 2.50064
H -0.18907 -0.84023 4.20801
H -1.76859 -2.92239 3.75676
C 0.88287 -2.05313 0.94242
H 4.68082 2.00611 -3.32188
N 1.29563 -2.85516 -3.27939
H 3.84166 2.03399 0.24554
H -3.62600 2.37887 3.36118
C -2.93883 1.53167 3.43490
H -4.38617 -0.33667 4.92744
H 1.51683 2.47752 -5.59370
C -0.06779 1.63620 -3.11283
C 3.47405 0.20328 4.81045
H 2.41521 1.00767 0.05813
H 3.17059 -3.45707 -2.58944
H 0.27793 -6.00429 -3.37857
H 1.92678 0.92928 -4.84133
H 4.88762 3.11985 -1.94467
H 0.11096 2.59928 -3.59261
H 0.95546 -0.96771 -4.08202
H 1.08310 -1.82082 6.08254
H -3.57116 -3.78669 1.76154
H 2.97774 4.29399 -2.60103
C 2.87759 -0.73022 5.64531
N 0.25878 -1.12251 1.59887
N -1.90557 0.54105 -1.79531
H -2.46790 -1.98626 -1.35903
H -1.98178 -3.19571 1.21859
C -3.00334 -0.56877 2.14380
H 0.19393 3.70616 -0.56278
N -0.10786 3.12572 1.40556
H -2.36056 -2.57438 -3.02236
H -3.47343 -3.00447 4.23270
H -3.73478 -0.07598 -1.00507
H -0.15811 0.90341 -3.91875
C -2.83264 1.09041 0.46462
H -2.34422 -4.77496 -1.83703
H -3.69908 1.55191 0.94921
C 0.08735 -2.93633 -2.67497
S 2.04333 -1.82248 -0.33608
C 2.75241 0.75665 3.76233
N 0.52155 0.22885 1.23601
H -3.70852 1.61311 -1.50584
H -5.41766 0.70875 3.94918
C 1.55845 -1.10201 5.42609
N -3.08269 -1.90070 2.47733
H 5.36260 1.42439 -1.80121
C 4.63202 2.10104 -2.24121
H -1.72590 -0.27396 -3.75145
H -1.27278 -5.50702 -4.06583
C -3.13312 0.83005 -0.99917
C -4.69447 -0.10829 3.90114
H 2.64218 -4.26251 -4.08669
C -0.34736 4.13024 3.99458
C -1.97645 -1.82923 -2.32174
H 0.21419 -4.68978 -4.56887
H 0.20943 -3.44869 2.21963
H -2.00285 1.80134 0.56548
H 3.21273 1.49384 3.11317
```

The energy above the lowest of the compared OMol25 structures with the same formula, charge and spin is 9.77 kcal/mol. The frontier orbital gap is 6.6 eV. The value obtained for the highest occupied orbital energy is -8.5 eV. Its charge is +1.

***

[2]
The following is a quantum chemistry calculation of a 13-piece molecular cluster, C29H66F3N13O28S3 overall in a non-equilibrium geometry, from the OMol25 dataset.

```
142
Properties=species:S:1:pos:R:3
H 2.42617 0.64417 2.07680
S 6.38764 -0.39347 0.38448
H 7.36328 3.70593 3.42495
O -1.20149 -1.16177 -2.02220
H -1.95974 0.96249 9.22964
H 1.93013 -2.22789 2.87661
O -0.89723 -2.33200 -5.44398
H -4.94490 3.21101 2.36886
H 7.54228 1.63496 -0.20882
O -8.14435 -6.02294 -3.86923
H 5.64446 0.61472 -3.07652
H 8.60324 0.24010 -0.17632
C -4.53656 -2.11733 1.36896
H 4.54944 -1.44323 1.98104
H -0.43066 -2.04104 2.13386
O -10.33717 -1.26969 -3.35669
O -1.53187 2.36743 -3.54762
H 8.04019 4.70082 -6.19814
C -3.35342 3.68439 -3.00597
H 4.42730 3.51864 3.09241
H 5.35841 4.37693 4.28955
C 2.17272 -1.38129 -3.42018
H -1.63545 -2.15912 7.11072
C 7.57149 0.43276 -2.04033
N -0.73864 -1.14122 -5.27367
H -9.73968 -5.10901 -1.27362
H 7.61920 -2.94585 -6.03720
N -6.04829 3.99457 0.77924
H -4.02940 -1.15973 1.35023
H -1.29888 2.21959 0.78693
H 9.52345 3.69646 -6.25574
C 5.24345 3.39982 3.80631
N 8.63374 -1.42225 -5.03230
H -9.41103 -6.80830 -1.75116
H -13.08160 -2.24315 -4.08084
H 2.53908 -0.40280 -3.70463
F -1.40641 4.27588 1.93255
O 2.99414 -3.18030 -2.21729
H -7.68320 -0.17592 -2.05073
C 7.62752 0.59227 -0.52349
H -1.72300 0.13659 -3.96184
C 8.96930 4.44282 -5.69936
O -7.22079 -1.09614 0.32442
H -7.44050 -1.79554 -2.77380
N 4.85137 0.59586 2.44436
O -2.82670 -2.55961 2.86975
O -5.71720 4.13319 -0.38201
H 6.90875 1.65058 -3.68700
H 7.50884 -0.63111 -2.29275
H -12.12502 -2.18997 -5.58916
C 5.95943 0.52198 3.41243
C -1.73878 -2.52355 6.09959
O -1.55565 -1.91085 9.99865
C 1.53555 -1.24808 2.59288
C 0.44214 0.59993 0.04243
N 8.61599 3.86890 -4.37214
H 1.18755 -0.04805 -0.42144
C -0.30667 -0.19324 1.12350
H 0.93896 1.48668 0.43384
O -2.78738 3.03608 -5.16306
C 6.49090 1.23287 -2.76936
O -0.47975 0.96264 -1.00034
C 7.04412 1.58475 3.25488
S -1.62053 -0.16938 -1.08853
C -12.08365 -2.27244 -4.50757
O -0.33071 -3.26632 4.43305
H 7.71928 1.33648 2.43270
H -3.15614 0.57974 10.49935
H 5.54931 0.57542 4.42434
F -2.58852 3.25949 3.51784
H -6.06779 -0.94000 -1.99250
N -0.38460 -2.83801 5.56664
H -4.15406 4.17164 -3.54911
H -2.03122 0.44332 -5.69438
N -7.48362 -1.73366 -0.67673
O -8.00704 -2.82688 -0.68664
C 7.95105 -2.74574 -5.02313
H -2.72754 4.40537 -2.48896
C -1.47081 3.11118 2.70292
H -5.55578 -2.01885 1.72663
H 9.56752 5.33064 -5.51917
O 9.79400 -1.37845 -4.67799
H -2.68917 1.70943 1.70572
H -5.30205 4.95583 2.48032
H 3.95472 -0.94782 3.57738
S 4.54084 1.92868 0.19149
O -2.88221 0.46491 -1.29272
C 4.03495 -0.64370 2.53218
H 6.44805 3.23769 2.01880
C -1.61717 1.90379 1.77931
H 8.54239 0.76835 -2.42358
H -0.17930 0.80550 3.03909
C -0.92269 0.61837 2.26469
C -2.19354 0.31768 10.07122
H -2.78379 -0.96851 -4.88003
C 0.35562 -1.47109 1.63209
N -2.30396 -1.07177 9.54890
O 0.57303 -2.64557 6.28963
H -4.05674 4.37256 1.33436
H 6.45346 -0.46134 3.34399
C 5.24959 0.76986 1.09289
C 6.55778 3.04750 3.08940
N -2.48890 2.97380 -3.98734
O 7.98418 4.58064 -3.61766
H 6.11048 2.06843 -2.18555
H -1.67531 -0.03991 2.70836
H 4.97833 2.69731 4.59533
H -4.51675 -2.59185 0.39198
H 2.65534 -0.64822 0.86448
O -1.52984 -0.67063 0.38688
H -3.73458 2.94269 -2.31048
H -1.40825 0.33931 10.81697
C -4.99700 4.14741 1.82319
H 1.29360 -1.30792 -2.78525
O -11.82368 0.00736 -4.25560
H -8.06252 -5.72474 -1.30920
N -11.35162 -1.07975 -3.99590
H -2.17672 -1.77488 5.44639
H 0.72580 -2.06629 0.79078
H 8.65783 -3.49268 -4.68235
H 1.25268 -0.73783 3.51710
O -7.16832 3.73681 1.16383
H 1.96870 -1.99487 -4.28838
N 3.23968 -2.06287 -2.62657
O 8.97473 2.73570 -4.13471
O -3.14628 -1.27268 8.69335
O 4.28063 -1.46462 -2.43354
C 2.65240 -0.41671 1.92927
O -9.50945 -4.38592 -3.55113
C -9.04784 -5.78515 -1.76042
O 7.96963 -0.47217 -5.38808
N -3.80716 -3.01370 2.30901
H 7.10170 -2.66593 -4.35014
O 0.33304 -0.57087 -5.36758
H 7.65574 1.54517 4.16373
C -1.92201 -0.31191 -4.92231
F -0.35067 3.09059 3.49289
H -11.54517 -3.16169 -4.20094
N -8.89450 -5.36613 -3.17978
C -7.14044 -1.11406 -1.98666
H -2.32065 -3.43937 6.07068
O -4.23467 -4.13707 2.45050
```

The frontier orbital gap is 7.9 eV. The value obtained for the highest occupied orbital energy is -8.1 eV.

***

[3]
The following is a quantum chemistry calculation of C39H35F6IrN6O8S3 as an isolated structure in a non-equilibrium geometry, from the OMol25 dataset.

```
98
Properties=species:S:1:pos:R:3
C 3.33399 1.54906 -2.40711
C 0.51242 2.57254 0.15950
H -2.08575 -3.07467 -2.81365
C 3.17921 0.63492 -3.52051
O -1.63414 -2.81204 0.61939
H 4.42224 4.80825 -2.17313
C 5.07110 2.03107 2.71514
H 3.38690 3.86273 4.02150
C -2.66666 -4.38725 -6.03656
H 2.83887 -0.36642 -3.28846
C 4.65151 2.96262 1.77931
H -0.82405 -3.60374 -5.23719
C -2.92671 1.74460 -1.11193
F -3.32937 -0.14643 2.06283
C -3.97630 2.53215 -1.61044
C 4.81615 2.70810 0.40889
C 2.32533 -0.38499 1.07160
S -0.18781 0.03615 -2.66980
H 6.00990 0.13264 3.02090
H 3.27899 0.32341 -5.60332
O -0.75308 -0.85963 1.86691
H 3.07757 0.06248 1.71749
N -0.68301 1.80803 -0.23372
C -0.53153 -5.50473 2.56659
C -4.00458 -4.12281 -6.29678
C 3.53865 -2.45987 1.38465
C 3.75250 -3.79179 1.14323
H 4.56084 -4.31697 1.63157
H 3.05601 -5.52423 0.07481
N -1.44693 -2.38210 -2.45034
C -1.87530 -3.42576 -5.42674
H 5.02328 4.56072 3.88502
H -4.19940 -0.98541 -5.02017
O -2.15663 -0.46978 -0.55978
H 4.44634 4.22634 -4.32180
N 4.45892 3.75803 -0.46273
C 3.42088 1.02865 -4.79239
H -5.59979 -2.69663 -6.15176
H 5.57850 1.35281 -1.05619
C 1.27092 1.75085 1.17645
H 4.00253 2.64198 -6.13950
C -4.26158 -0.23372 -1.52707
C -5.13223 1.95387 -2.07938
C -5.26897 0.56404 -2.02774
C 3.92420 2.84862 -2.72363
F 0.72486 -5.10327 2.76720
H 2.26007 2.16477 1.35830
O -1.57634 -4.66246 4.79135
O -2.98871 -4.59132 2.74720
S -1.73658 -4.37678 3.40704
N 1.37257 0.37699 0.66730
C 3.85219 2.35551 -5.10858
C 5.41232 1.52963 -0.00402
C 2.90281 -4.46899 0.26033
H -1.54417 -0.31085 -4.86128
C -2.44249 -2.21062 -5.06729
F -0.75108 -5.55122 1.25013
H 4.52881 4.65807 -0.00862
C -1.75528 2.40233 -0.60268
C -3.77947 -1.93855 -5.31733
C 4.08893 3.22587 -4.10422
C 4.27136 3.80416 -1.78633
N -1.63601 -1.21359 -4.42116
H 0.23810 3.55109 0.55393
O 2.95362 1.24885 -1.26051
C -1.17627 -1.32251 -3.17004
O 0.61853 -1.90148 -0.76260
H -2.23689 -5.33832 -6.31970
Ir -0.23251 -0.16552 -0.39144
F -3.67529 -1.78103 3.42981
O 4.07290 4.16067 2.07843
F -0.67269 -6.73015 3.06040
H 1.13792 2.69050 -0.72823
C 2.47223 -1.77105 0.77418
H 4.95716 2.22111 3.77222
C 4.02297 4.54137 3.44964
C 1.62008 -2.46670 -0.10872
H 3.59593 5.53911 3.46970
C 1.86577 -3.82108 -0.36656
F -4.13943 -2.00949 1.32780
H 0.71105 1.70830 2.11529
H -4.36785 -1.30724 -1.44401
H -6.18745 0.10449 -2.37050
H 6.31445 -0.31325 0.60193
H -3.86302 3.60978 -1.61989
C -4.55794 -2.90007 -5.94470
H 1.19618 -4.34256 -1.03613
H -5.93398 2.56753 -2.46475
S -1.54565 -2.10507 1.87512
H -1.13223 -2.48843 -1.48773
H 4.18238 -1.91266 2.06178
N -1.11226 -2.92180 3.10827
C -3.06943 0.34449 -1.07744
C 5.83893 0.59921 0.93469
H -4.61721 -4.87251 -6.77876
H -1.78295 3.48905 -0.53672
C -3.29102 -1.47652 2.20052
C 5.66764 0.84867 2.28501
```

The expectation value of S² is 0.759. As for the spin multiplicity: 2. The energy above the lowest of the compared OMol25 structures with the same formula, charge and spin is 7.36 kcal/mol. The frontier orbital gap (spin up / spin down) is 6.6 / 5.4 eV. The value obtained for the highest occupied orbital energy (spin up / spin down) is -10.3 / -10.3 eV. Its charge is +1.

***

[4]
The following is a quantum chemistry calculation of C6H10GaO3 as an isolated structure in a non-equilibrium geometry, from the OMol25 dataset.

```
20
Properties=species:S:1:pos:R:3
C 0.00144 1.16536 0.21628
C 1.79997 -1.19913 -0.85381
C -2.69755 -0.13495 1.32371
H 2.17184 0.03595 0.87899
H 1.35278 -1.53516 1.22792
C -2.17942 0.27116 -0.03427
Ga 0.92975 3.39524 -0.87151
C 1.45587 -0.70902 0.51599
O 0.95538 1.89017 -0.07106
H 3.15301 -1.24252 -2.47677
H -2.99217 0.69630 -0.63151
H 1.12988 -1.95071 -1.28076
H -3.57457 -0.77910 1.17470
C 2.85893 -0.76967 -1.53841
H 3.49171 0.03733 -1.16196
O -1.21164 1.46946 -0.10653
H -1.80408 -0.56284 -0.63603
O 0.13323 -0.10672 0.52326
H -3.01655 0.73794 1.90722
H -1.95781 -0.70909 1.89456
```

The expectation value of S² is 0.759. As for the spin multiplicity: 2. The frontier orbital gap (spin up / spin down) is 10.7 / 3.3 eV. The value obtained for the highest occupied orbital energy (spin up / spin down) is -19.3 / -17.2 eV. Its charge is +2.

***

DFT total energy: -3593.3167, -5456.1374, -4335.5061, -2384.3326 (hartree)